Entry 1:
The following is a quantum chemistry calculation of a cluster of 10 separate species, C6H33N2O9 in total in a non-equilibrium geometry, from the OMol25 dataset.

ORCA input file:
```
! RIJCOSX wB97M-V def2-TZVPD def2/J DEFGRID3
* xyz 2 2
O 1.429 -0.984 -2.985
O -0.280 -2.376 -1.034
O -3.144 -0.997 3.105
O -2.148 1.324 4.082
O -2.881 -1.045 0.121
O 4.431 -1.273 -2.032
O 0.260 3.850 -2.961
O -0.330 0.978 -3.745
O -3.846 -3.178 1.271
N -1.321 0.543 -1.291
N 0.794 0.189 0.457
C -1.226 1.510 -0.170
C -0.369 0.935 0.980
C 3.229 0.404 0.548
C 1.347 -0.787 1.402
C 2.742 -0.260 1.823
C 1.950 0.928 -0.089
H 0.544 0.758 -4.096
H 1.471 -1.724 0.832
H 3.730 -0.343 -0.104
H -0.015 1.686 1.718
H -0.670 2.369 -0.547
H -3.409 -1.863 0.346
H 1.681 1.985 -0.059
H 5.332 -0.970 -1.881
H 3.810 1.308 0.700
H -0.813 -2.398 -0.235
H -2.208 1.801 0.201
H 2.087 -1.590 -2.617
H 3.344 -1.125 2.160
H -2.638 -0.211 3.402
H 2.677 0.424 2.684
H 4.528 -1.995 -2.662
H -0.346 1.919 -3.530
H -0.193 4.293 -3.690
H -1.574 -0.421 -0.938
H -1.707 1.162 4.923
H -0.420 0.602 -1.812
H -3.809 -4.008 0.783
H -0.978 0.248 1.570
H -3.653 -1.395 3.818
H -2.847 1.975 4.253
H 0.875 4.500 -2.600
H 1.976 0.834 -1.207
H -3.217 -3.070 1.991
H 0.804 -0.871 -2.246
H -0.652 -2.834 -1.793
H -1.983 0.725 -2.051
H -3.066 -0.570 0.947
H 0.701 -0.961 2.257
*
```

Calculated values
largest force on an atom: 0.0613 hartree/bohr
highest occupied orbital energy (spin up / spin down): -0.6217 / -0.6217 Eh
DFT total energy: -1034.4736 a.u.

=====

Entry 2:
The following is a quantum chemistry calculation of an isolated molecule of C5H8O, from the OMol25 dataset.

ORCA input file:
```
! RIJCOSX wB97M-V def2-TZVPD def2/J DEFGRID3
* xyz 0 1
O 1.213 -0.727 -1.081
C -0.082 -0.688 -1.645
C -0.934 0.183 -0.818
C 1.263 -1.303 0.211
C -0.996 1.815 1.258
C -1.129 0.939 0.102
H 1.851 -0.650 0.869
H 1.747 -2.288 0.164
H 0.265 -1.421 0.655
H -0.496 -1.700 -1.746
H -1.565 1.476 2.127
H 0.067 1.774 1.515
H 0.041 -0.264 -2.644
H -1.244 2.854 1.033
*
```

Calculated values
SMILES string: CC#CCOC
largest force on an atom: 0.0122 hartree/bohr
highest occupied orbital energy: -0.3531 Eh
DFT total energy: -270.4535 a.u.

=====

Entry 3:
The following is a quantum chemistry calculation of an isolated molecule of C22H24O4, from the OMol25 dataset.

ORCA input file:
```
! RIJCOSX wB97M-V def2-TZVPD def2/J DEFGRID3
* xyz 0 1
O -0.112 1.483 -3.433
O 0.797 -2.246 0.453
O -0.151 -1.795 2.437
O -0.166 -0.697 -2.959
C -2.450 0.598 0.194
C 0.012 -0.061 0.790
C -1.142 0.029 -0.246
C -3.623 -0.117 -0.018
C 0.985 0.446 -0.297
C 4.290 2.203 0.186
C -0.233 0.887 -1.156
C -4.913 1.630 1.000
C 1.991 1.482 0.082
C 3.902 3.389 0.785
C 0.218 -1.448 1.343
C -0.173 0.448 -2.587
C 2.169 -3.848 1.646
C 0.932 -3.638 0.780
C -0.215 -4.166 -1.420
C 1.614 2.677 0.684
C 3.341 1.258 -0.162
C -4.845 0.394 0.381
C 2.561 3.623 1.033
C 1.007 -4.404 -0.539
C -2.531 1.839 0.817
C -3.751 2.351 1.217
H -1.128 -4.399 -0.876
H 2.070 -3.290 2.574
H -1.634 2.414 0.996
H 3.650 0.334 -0.629
H -0.057 1.172 -4.351
H -5.866 2.030 1.313
H 2.250 4.546 1.500
H -0.253 -3.130 -1.746
H -0.120 0.632 1.620
H 0.038 -3.934 1.346
H 1.100 -5.466 -0.306
H -1.296 -0.945 -0.717
H 0.572 2.876 0.886
H -3.577 -1.082 -0.501
H 5.335 2.012 -0.010
H -3.796 3.316 1.700
H 1.478 -0.404 -0.773
H -5.747 -0.175 0.210
H -0.431 1.957 -1.105
H 2.281 -4.903 1.881
H -0.168 -4.798 -2.303
H 1.906 -4.091 -1.074
H 4.642 4.127 1.057
H 3.057 -3.505 1.119
*
```

Calculated values
SMILES string: CC[C@@H](C)OC(=O)[C@H]1[C@H](c2ccccc2)[C@@H](C(=O)O)[C@@H]1c1ccccc1
largest force on an atom: 0.0147 hartree/bohr
highest occupied orbital energy: -0.3365 Eh
DFT total energy: -1153.7292 a.u.

=====

Entry 4:
The following is a quantum chemistry calculation of a structure of composition C8H15F7MnN2O6S2 in a non-equilibrium geometry, from the OMol25 dataset.

ORCA input file:
```
! RIJCOSX wB97M-V def2-TZVPD def2/J DEFGRID3
* xyz 0 6
Mn 0.112 -0.781 0.413
S 2.755 1.070 0.365
S 0.728 1.923 -1.331
F -1.228 2.539 0.301
F 0.890 -2.127 1.520
F 3.451 -1.010 -1.061
F 0.678 3.427 0.855
F -0.440 4.192 -0.837
F 4.288 0.866 -1.757
F 5.057 -0.060 0.034
O 2.799 0.379 1.620
O -0.620 0.377 2.082
O 1.673 2.626 -2.098
O -0.014 -1.803 -1.645
O -0.383 1.282 -1.973
O 3.136 2.437 0.335
N 1.331 0.751 -0.349
N -1.961 -0.891 0.022
C 0.689 -1.524 -2.829
C -2.574 -0.940 1.362
C -2.194 -2.181 -0.693
C -0.104 3.107 -0.158
C -1.316 -2.285 -1.935
C 3.969 0.158 -0.673
C -1.995 0.152 2.297
C -0.053 1.134 3.161
H 0.841 1.633 2.803
H -2.035 -3.034 -0.033
H 0.202 0.446 3.969
H -2.144 -0.234 3.314
H 0.263 -0.671 -3.376
H -3.663 -0.844 1.397
H 0.554 -2.341 -3.552
H -1.762 -1.723 -2.763
H 1.732 -1.305 -2.650
H -2.340 -1.887 1.851
H -2.485 -0.206 -0.520
H -3.247 -2.257 -0.989
H -2.603 1.063 2.242
H -1.216 -3.328 -2.249
H -0.771 1.869 3.527
*
```

Calculated values
largest force on an atom: 0.0413 hartree/bohr
highest occupied orbital energy (spin up / spin down): -0.3441 / -0.3968 Eh
DFT total energy: -3521.2427 a.u.

=====

What did the third record say?
The following is a quantum chemistry calculation of an isolated molecule of C22H24O4, from the OMol25 dataset.

ORCA input file:
```
! RIJCOSX wB97M-V def2-TZVPD def2/J DEFGRID3
* xyz 0 1
O -0.112 1.483 -3.433
O 0.797 -2.246 0.453
O -0.151 -1.795 2.437
O -0.166 -0.697 -2.959
C -2.450 0.598 0.194
C 0.012 -0.061 0.790
C -1.142 0.029 -0.246
C -3.623 -0.117 -0.018
C 0.985 0.446 -0.297
C 4.290 2.203 0.186
C -0.233 0.887 -1.156
C -4.913 1.630 1.000
C 1.991 1.482 0.082
C 3.902 3.389 0.785
C 0.218 -1.448 1.343
C -0.173 0.448 -2.587
C 2.169 -3.848 1.646
C 0.932 -3.638 0.780
C -0.215 -4.166 -1.420
C 1.614 2.677 0.684
C 3.341 1.258 -0.162
C -4.845 0.394 0.381
C 2.561 3.623 1.033
C 1.007 -4.404 -0.539
C -2.531 1.839 0.817
C -3.751 2.351 1.217
H -1.128 -4.399 -0.876
H 2.070 -3.290 2.574
H -1.634 2.414 0.996
H 3.650 0.334 -0.629
H -0.057 1.172 -4.351
H -5.866 2.030 1.313
H 2.250 4.546 1.500
H -0.253 -3.130 -1.746
H -0.120 0.632 1.620
H 0.038 -3.934 1.346
H 1.100 -5.466 -0.306
H -1.296 -0.945 -0.717
H 0.572 2.876 0.886
H -3.577 -1.082 -0.501
H 5.335 2.012 -0.010
H -3.796 3.316 1.700
H 1.478 -0.404 -0.773
H -5.747 -0.175 0.210
H -0.431 1.957 -1.105
H 2.281 -4.903 1.881
H -0.168 -4.798 -2.303
H 1.906 -4.091 -1.074
H 4.642 4.127 1.057
H 3.057 -3.505 1.119
*
```

Calculated values
SMILES string: CC[C@@H](C)OC(=O)[C@H]1[C@H](c2ccccc2)[C@@H](C(=O)O)[C@@H]1c1ccccc1
largest force on an atom: 0.0147 hartree/bohr
highest occupied orbital energy: -0.3365 Eh
DFT total energy: -1153.7292 a.u.

=====

Among the records above, which one has the highest DFT total energy?
C5H8O

=====

Which formula does entry 2 have?
C5H8O

=====

The lowest DFT total energy belongs to which entry?
C8H15F7MnN2O6S2